(1)
Density functional theory data (the ωB97M-V functional and the def2-TZVPD basis) for a molecular structure, C8H12GdN2P at a distorted geometry.

```
24
C8H12GdN2P the ωB97M-V functional and the def2-TZVPD basis
C -0.5629 -1.1325 -2.3281
C -0.8200 -0.2726 -3.3564
C -0.6393 1.1401 -3.4194
C 0.0445 1.9077 -2.4120
C 0.5141 1.4823 -1.2029
Gd -0.9602 0.0280 -0.4777
P -0.0341 -2.7669 0.1401
H -0.4600 -2.2139 -2.5504
H -1.1630 -0.7067 -4.3100
H -0.8716 1.6382 -4.3737
H 1.2997 2.0783 -0.6881
H 0.1890 2.9514 -2.7308
H 1.2316 -3.0581 0.7330
H -0.0259 -3.8525 -0.7826
H -0.8451 -3.4163 1.1196
N 0.0912 -0.4930 2.7762
C 0.4381 0.2359 3.8547
C 0.5390 1.5553 3.4275
C 0.2845 1.5563 2.0548
N -0.0533 0.2922 1.6570
H 0.0591 -1.4995 2.6942
H 0.5964 -0.2230 4.8303
H 0.7955 2.4151 4.0228
H 0.3528 2.3541 1.3220
```

Summary:
Orbital gap (spin up / spin down) = 0.195 / 0.199 Ha
Highest occupied orbital energy (spin up / spin down) = -5.5 / -5.6 eV
Total charge = 0
DFT total energy = -41587.3949 eV
Multiplicity = 8

***

(2)
Density functional theory data (the ωB97M-V functional and the def2-TZVPD basis) for 6 unconnected molecules or ions with the total composition C18H18F6O18 at a distorted geometry.

```
60
C18H18F6O18 the ωB97M-V functional and the def2-TZVPD basis
C 3.3534 0.8991 -1.1814
C 3.6968 -0.6150 -1.5764
O 2.8974 -0.7107 -2.7280
C 2.9023 0.4850 -3.3855
O 2.6174 0.6658 -4.5324
O 3.2263 1.4288 -2.5105
F 3.2816 -1.4928 -0.6476
H 4.2011 1.3417 -0.6607
H 2.4140 1.2094 -0.7252
H 4.7746 -0.6929 -1.7243
C -1.4866 -3.7312 -2.4051
C -1.3790 -5.0409 -3.1552
O -0.0008 -5.3520 -3.0351
C 0.5439 -4.6249 -2.0233
O 1.6693 -4.6242 -1.6671
O -0.4011 -3.7814 -1.4958
F -1.5984 -4.8281 -4.4812
H -2.4149 -3.6431 -1.8361
H -1.4715 -2.8580 -3.0612
H -2.0471 -5.7874 -2.7294
C 0.1959 3.2668 -3.4604
C -0.6417 2.9313 -2.2817
O 0.2855 2.9914 -1.1814
C 1.2754 3.8424 -1.5434
O 2.0212 4.4317 -0.8261
O 1.2716 3.9919 -2.8690
F -1.1734 1.6687 -2.2354
H -0.3692 3.9811 -4.0561
H 0.5519 2.3585 -3.9466
H -1.4644 3.5744 -1.9646
C 0.2081 -0.7019 -0.2264
C -0.6584 -1.5546 0.6999
O -0.8992 -0.6954 1.7674
C -0.1117 0.4025 1.7303
O -0.3202 1.3735 2.3782
O 0.6761 0.3375 0.6343
F 0.0411 -2.6332 1.1759
H -0.2907 -0.3112 -1.1095
H 1.0039 -1.3626 -0.5658
H -1.5457 -1.9021 0.1738
C 1.8633 3.9955 2.6636
C 2.0470 5.5017 2.7880
O 2.6120 5.7302 4.0352
C 2.7201 4.5438 4.6990
O 3.2756 4.3648 5.7310
O 2.2076 3.5511 3.9798
F 0.7828 6.0787 2.8233
H 2.5458 3.5648 1.9306
H 0.8582 3.7080 2.3668
H 2.5727 5.9319 1.9387
C -4.0893 -3.6370 3.6848
C -5.5334 -3.1938 3.3951
O -5.5141 -2.8188 2.0484
C -4.1899 -2.4968 1.7380
O -3.8604 -2.0107 0.7160
O -3.3908 -2.8658 2.7213
F -5.7919 -2.1189 4.2031
H -3.8779 -4.6886 3.4866
H -3.8207 -3.3939 4.7081
H -6.2514 -3.9837 3.6109
```

Summary:
Orbital gap = 0.409 Ha
Highest occupied orbital energy = -11.0 eV
Total charge = 0
SMILES = O=C1OC[C@@H](F)O1.O=C1OC[C@@H](F)O1.O=C1OC[C@@H](F)O1.O=C1OC[C@@H](F)O1.O=C1OC[C@@H](F)O1.O=C1OC[C@@H](F)O1
DFT total energy = -72117.9679 eV
Multiplicity = 1
Relative energy (zero: lowest compared OMol25 entry of this formula, charge and spin) = 119.7 kJ/mol

***

(3)
Density functional theory data (the ωB97M-V functional and the def2-TZVPD basis) for a molecular structure, C10H24CeClI2N2P2S at a distorted geometry.

```
43
C10H24CeClI2N2P2S the ωB97M-V functional and the def2-TZVPD basis
I 2.6580 -2.0046 -3.1040
I 0.7397 -3.4062 -1.4129
Ce 0.4232 -0.5393 -0.4902
P 1.6403 -0.7535 2.0746
C 0.8977 -1.9166 3.3269
C 3.1122 -1.5959 1.3579
H 3.8945 -1.8993 2.0631
H 2.9673 0.5627 3.8379
H 3.5976 -0.9476 0.6188
H 2.6920 1.4247 2.3268
H 0.5602 -2.8325 2.8064
H 2.8328 -2.4982 0.7994
C 2.2366 0.7109 3.0254
H 1.5102 -2.2518 4.1940
H 1.3845 1.2469 3.4677
H -0.0209 -1.4664 3.7507
P -1.3904 0.9272 -2.1695
C -3.1499 0.3366 -2.3413
C -1.4760 2.7718 -2.1799
H 0.5443 0.7517 -3.6554
H -0.9012 0.7726 -4.6497
H -0.4305 -0.6763 -3.7811
C -0.4987 0.4154 -3.6949
H -0.4585 3.1741 -2.0928
H -1.9357 3.2816 -3.0427
H -3.7600 0.6911 -3.2017
H -3.7255 0.5908 -1.4300
H -2.0070 3.1353 -1.2886
H -3.1532 -0.7684 -2.3905
Cl 2.1509 1.3564 -0.9905
C -3.1115 2.8438 3.6156
N -3.1120 1.5124 2.9852
C -4.0701 0.5505 3.2992
C -3.7974 -0.5298 2.5477
N -2.6791 -0.2030 1.7889
C -2.2348 1.0660 2.0538
S -0.8504 1.7923 1.3483
H -2.1962 3.0055 4.1725
H -3.2415 3.6264 2.8768
H -3.9588 2.8524 4.3010
H -4.8353 0.8099 4.0294
H -4.2544 -1.5022 2.4489
H -2.2840 -0.7827 1.0329
```

Summary:
Orbital gap (spin up / spin down) = 0.156 / 0.156 Ha
Highest occupied orbital energy (spin up / spin down) = -13.8 / -13.8 eV
Total charge = +2
DFT total energy = -84793.5298 eV
Multiplicity = 2
Relative energy (zero: lowest compared OMol25 entry of this formula, charge and spin) = 16.0 kJ/mol

***

(4)
Density functional theory data (the ωB97M-V functional and the def2-TZVPD basis) for a single C4H5IN2O molecule at a distorted geometry.

```
13
C4H5IN2O the ωB97M-V functional and the def2-TZVPD basis
C 1.6321 -1.2100 -0.1478
C 1.2596 0.0104 0.1596
C -0.9750 -0.4612 -0.1890
C -2.3752 0.0801 -0.1357
N -0.8547 -1.6539 -0.5319
N 2.1334 1.0309 0.6830
O -0.0526 0.3780 0.2554
I 3.2490 -2.1775 -0.9592
H -2.6488 0.3584 -1.0712
H -3.0436 -0.6511 0.1988
H -2.5254 0.9101 0.5550
H 2.5835 1.6176 -0.0668
H 1.6176 1.7684 1.2499
```

Summary:
Orbital gap = 0.263 Ha
Highest occupied orbital energy = -8.4 eV
Total charge = 0
DFT total energy = -17352.1535 eV
Multiplicity = 1
Relative energy (zero: lowest compared OMol25 entry of this formula, charge and spin) = 434.7 kJ/mol

***

(5)
Density functional theory data (the ωB97M-V functional and the def2-TZVPD basis) for a molecular structure, C13H42LiN14O17 at a distorted geometry.

```
87
C13H42LiN14O17 the ωB97M-V functional and the def2-TZVPD basis
Li -2.5276 1.5141 2.5533
C 0.1984 -0.4673 0.6273
C 0.2212 -0.6475 -0.7523
C -0.4807 0.3737 -1.5871
O -0.5429 0.3215 -2.8456
C -1.1029 1.4741 -1.0262
C -1.1418 1.6495 0.3853
C -0.3009 0.6868 1.2537
O -0.2782 0.9441 2.4970
O -1.8910 2.4238 1.0228
O 0.5623 -1.7572 -1.2132
H 0.8091 -1.1387 1.2126
H -1.5260 2.2301 -1.6716
C -0.1126 -2.5537 4.3999
O -0.6216 -3.4089 5.1365
N 0.9788 -2.7654 3.6475
N -0.7325 -1.3571 4.1623
H 1.5272 -3.5994 3.7176
H 1.2749 -1.9424 3.1526
H -0.5690 -0.7455 3.3665
H -1.5829 -1.1854 4.6670
C 0.4125 -5.8169 -1.5493
O 0.2741 -5.6562 -2.7627
N -0.1463 -6.8502 -0.8457
N 1.1120 -4.9166 -0.8006
H -0.2675 -6.7875 0.1448
H -0.5545 -7.5711 -1.4101
H 0.8907 -4.8448 0.1757
H 1.4651 -4.1235 -1.3078
C -5.6846 1.9681 -0.0806
O -6.3613 1.0871 -0.6168
N -6.0810 2.6478 1.0445
N -4.4578 2.2841 -0.5089
H -6.9600 2.4030 1.4603
H -5.5754 3.4524 1.3616
H -4.1238 2.0001 -1.4280
H -3.7067 2.5821 0.0937
C 3.5100 -0.5665 1.9106
O 4.2299 -1.5401 2.1192
N 3.4377 0.1160 0.7296
N 2.7807 -0.0059 2.9085
H 2.7542 0.8531 0.6976
H 3.6814 -0.1888 -0.1978
H 3.0590 -0.2650 3.8391
H 2.0007 0.6143 2.8024
C -0.5919 4.6601 -3.8749
O -1.7093 4.7801 -3.3839
N 0.1005 3.5003 -3.9468
N 0.0324 5.7020 -4.5157
H -0.4139 2.7343 -3.5322
H 1.0637 3.4648 -4.2069
H 1.0162 5.7667 -4.6969
H -0.4799 6.4431 -4.9565
C 1.0015 4.3111 3.8123
O -0.1160 4.3988 4.3279
N 1.2626 3.3268 2.9082
N 2.0071 5.2186 3.9585
H 2.1328 3.3840 2.4155
H 0.5600 2.6083 2.7509
H 1.9310 5.9943 4.5853
H 2.8672 4.9075 3.5527
C 3.5489 -3.6135 -3.2199
O 4.0130 -3.4151 -2.0900
N 4.2358 -4.2106 -4.2287
N 2.3251 -3.1508 -3.5593
H 5.1590 -4.5692 -4.0851
H 3.8904 -4.1443 -5.1663
H 2.0215 -3.4609 -4.4623
H 1.7584 -2.6953 -2.8673
O -4.0867 0.8488 -3.0963
H -3.9268 0.1090 -2.4982
H -3.2023 1.1380 -3.3646
O -0.1513 0.8292 5.4888
H 0.4811 0.1710 5.7934
H -0.0921 0.7901 4.5263
O -0.8730 5.1000 1.4214
H -1.1850 4.1833 1.3667
H -0.8038 5.2765 2.3665
O -1.5701 -3.6367 1.4737
H -0.9070 -3.0708 1.0536
H -1.0598 -4.2433 2.0188
O 2.1166 0.0454 -3.9313
H 1.1696 -0.0481 -3.7156
H 2.1917 -0.2666 -4.8370
O -1.2994 -3.2596 -3.7192
H -1.1327 -2.6792 -2.9666
H -1.1353 -4.1522 -3.3837
```

Summary:
Orbital gap = 0.265 Ha
Highest occupied orbital energy = -6.2 eV
Total charge = -1
DFT total energy = -70046.9639 eV
Multiplicity = 1

***

(6)
Density functional theory data (the ωB97M-V functional and the def2-TZVPD basis) for a molecular structure, C28H55CaN4P2SSi2.

```
93
C28H55CaN4P2SSi2 the ωB97M-V functional and the def2-TZVPD basis
Ca -0.5716 -0.0123 -0.4715
C 0.0642 3.0830 -3.2478
P 0.5956 2.6507 -1.5451
C -0.0467 4.0654 -0.5817
C 2.3764 3.1413 -1.6248
C 3.2365 2.2508 -2.5303
P 2.8202 0.4674 -2.2942
C 4.2419 -0.3281 -3.1481
C 3.3739 0.2633 -0.5551
H 0.4042 4.0793 -3.5423
H -1.0248 3.0452 -3.2962
H 0.4555 2.3457 -3.9510
H 0.3368 5.0177 -0.9553
H 0.2449 3.9313 0.4613
H -1.1355 4.0857 -0.6230
H 2.7485 3.0980 -0.5969
H 2.4325 4.1868 -1.9438
H 4.3002 2.4266 -2.3373
H 3.0501 2.4951 -3.5801
H 5.2037 0.0308 -2.7723
H 4.1836 -0.1410 -4.2217
H 4.1800 -1.4069 -2.9950
H 4.3873 0.6504 -0.4101
H 3.3602 -0.7995 -0.3040
H 2.6844 0.7574 0.1343
C -4.0173 -2.9170 2.8351
C -3.1506 -3.4900 1.7114
C -2.7942 -2.4657 0.7344
N -2.4835 -1.6382 0.0048
H -4.2368 -3.6967 3.5633
H -4.9596 -2.5364 2.4416
H -3.5041 -2.0972 3.3370
H -3.6552 -4.3010 1.1844
H -2.2115 -3.8906 2.0978
C -4.6550 1.0516 1.8344
S -2.9312 0.7747 2.2864
C -2.4195 2.4781 2.5643
H -4.7212 1.7841 1.0296
H -5.2438 1.3902 2.6871
H -5.0608 0.1067 1.4730
H -2.8753 2.8885 3.4651
H -2.6863 3.0960 1.7061
H -1.3340 2.4536 2.6593
C 2.8375 0.5822 4.1005
C 2.0327 1.7844 3.5867
C 1.1698 2.3433 4.7250
C 3.0014 2.8720 3.1023
C 1.1741 1.3521 2.4697
C 0.4782 0.9743 1.5355
H 3.4850 0.8793 4.9312
H 3.4576 0.1710 3.3018
H 2.1657 -0.2066 4.4426
H 1.7986 2.6514 5.5659
H 0.4635 1.5885 5.0741
H 0.5984 3.2088 4.3846
H 3.6559 3.1953 3.9174
H 2.4487 3.7383 2.7342
H 3.6213 2.4928 2.2873
N -2.3929 1.4596 -1.1963
C -3.2305 2.2591 -1.2338
C -4.2396 3.2200 -1.2706
C -4.0322 4.4566 -0.6206
N -3.8436 5.4578 -0.0743
C -5.4672 2.9236 -1.9068
N -6.4716 2.6808 -2.4231
C -1.0223 -0.9278 -3.4258
Si -0.2258 -2.5223 -2.7630
C 1.0002 -3.0130 -4.1203
C -1.6055 -3.8112 -2.7970
C 0.5531 -2.2201 -1.1563
Si 0.8793 -3.4057 0.1721
C -0.2328 -4.9430 0.1254
C 0.6687 -2.6766 1.9079
C 2.6590 -4.0526 0.1514
H -1.3477 -1.0538 -4.4629
H -0.3001 -0.1007 -3.4215
H -1.9091 -0.6115 -2.8648
H 0.5170 -3.1616 -5.0908
H 1.5255 -3.9340 -3.8519
H 1.7522 -2.2255 -4.2349
H -2.0776 -3.8208 -3.7839
H -2.3793 -3.5832 -2.0603
H -1.2270 -4.8152 -2.5948
H 1.5057 -1.7261 -1.4038
H -1.2691 -4.6853 -0.1041
H -0.2128 -5.4825 1.0777
H 0.1020 -5.6323 -0.6547
H -0.3557 -2.3370 2.0969
H 1.2962 -1.7884 2.0290
H 0.9368 -3.3952 2.6901
H 2.8762 -4.5479 -0.7991
H 2.8536 -4.7620 0.9617
H 3.3660 -3.2241 0.2608
```

Summary:
Orbital gap = 0.262 Ha
Highest occupied orbital energy = -4.7 eV
Total charge = -1
DFT total energy = -99499.7449 eV
Multiplicity = 1
Relative energy (zero: lowest compared OMol25 entry of this formula, charge and spin) = 0.0 kJ/mol

***

Among the records above, which one has the highest DFT total energy? C4H5IN2O

***

Please write out number 3 again, unchanged.
Density functional theory data (the ωB97M-V functional and the def2-TZVPD basis) for a molecular structure, C10H24CeClI2N2P2S at a distorted geometry.

```
43
C10H24CeClI2N2P2S the ωB97M-V functional and the def2-TZVPD basis
I 2.6580 -2.0046 -3.1040
I 0.7397 -3.4062 -1.4129
Ce 0.4232 -0.5393 -0.4902
P 1.6403 -0.7535 2.0746
C 0.8977 -1.9166 3.3269
C 3.1122 -1.5959 1.3579
H 3.8945 -1.8993 2.0631
H 2.9673 0.5627 3.8379
H 3.5976 -0.9476 0.6188
H 2.6920 1.4247 2.3268
H 0.5602 -2.8325 2.8064
H 2.8328 -2.4982 0.7994
C 2.2366 0.7109 3.0254
H 1.5102 -2.2518 4.1940
H 1.3845 1.2469 3.4677
H -0.0209 -1.4664 3.7507
P -1.3904 0.9272 -2.1695
C -3.1499 0.3366 -2.3413
C -1.4760 2.7718 -2.1799
H 0.5443 0.7517 -3.6554
H -0.9012 0.7726 -4.6497
H -0.4305 -0.6763 -3.7811
C -0.4987 0.4154 -3.6949
H -0.4585 3.1741 -2.0928
H -1.9357 3.2816 -3.0427
H -3.7600 0.6911 -3.2017
H -3.7255 0.5908 -1.4300
H -2.0070 3.1353 -1.2886
H -3.1532 -0.7684 -2.3905
Cl 2.1509 1.3564 -0.9905
C -3.1115 2.8438 3.6156
N -3.1120 1.5124 2.9852
C -4.0701 0.5505 3.2992
C -3.7974 -0.5298 2.5477
N -2.6791 -0.2030 1.7889
C -2.2348 1.0660 2.0538
S -0.8504 1.7923 1.3483
H -2.1962 3.0055 4.1725
H -3.2415 3.6264 2.8768
H -3.9588 2.8524 4.3010
H -4.8353 0.8099 4.0294
H -4.2544 -1.5022 2.4489
H -2.2840 -0.7827 1.0329
```

Summary:
Orbital gap (spin up / spin down) = 0.156 / 0.156 Ha
Highest occupied orbital energy (spin up / spin down) = -13.8 / -13.8 eV
Total charge = +2
DFT total energy = -84793.5298 eV
Multiplicity = 2
Relative energy (zero: lowest compared OMol25 entry of this formula, charge and spin) = 16.0 kJ/mol